A 9-piece molecular cluster, C36H68O13 overall. Source: OMol25; level of theory: wB97M-V/def2-TZVPD.

Summary:
SMILES: C[C@H]1COC(=O)O1.C[C@H]1COC(=O)O1.C1CCOC1.C1CCOC1.C1CCOC1.C1CCOC1.C1CCOC1.C1CCOC1.C1CCOC1
Energy relative to the best compared isomer or geometry (same formula, charge and spin) in kJ/mol: 0.00
Energy in Ha: -2390.49374
Maximum force in eV/Å: 4.23
Kohn-Sham gap in eV: 9.78

Last column: Mulliken charge in e.
Element x y z (Å)
C (-2.194, -0.863, 4.052)  1.18
C (-2.329, 0.461, 4.857)  -0.50
C (-2.497, -0.062, 6.301)  -0.56
O (-2.656, -1.504, 6.293)  -0.46
C (-1.879, -1.870, 5.161)  -0.47
H (-1.407, -0.793, 3.293)  -1.13
H (-3.175, -1.091, 3.581)  0.46
H (-3.252, 0.982, 4.569)  0.38
H (-1.455, 1.064, 4.759)  0.06
H (-3.430, 0.388, 6.643)  0.33
H (-1.663, 0.191, 6.960)  0.29
H (-2.122, -2.922, 4.926)  0.28
H (-0.818, -1.828, 5.484)  0.25
C (-1.636, -4.029, 1.285)  0.10
C (-3.081, -3.568, 1.605)  0.24
C (-3.637, -3.253, 0.173)  -0.71
O (-2.502, -2.958, -0.607)  -0.30
C (-1.510, -3.905, -0.234)  -0.35
H (-1.448, -5.042, 1.618)  0.63
H (-0.933, -3.374, 1.763)  -0.45
H (-3.132, -2.682, 2.190)  -0.56
H (-3.650, -4.437, 2.003)  0.40
H (-4.281, -2.381, 0.105)  0.32
H (-4.284, -4.047, -0.265)  0.25
H (-0.531, -3.543, -0.637)  0.14
H (-1.833, -4.838, -0.711)  0.33
C (1.377, -1.373, -4.045)  0.49
C (2.832, -1.747, -3.720)  -0.42
C (3.601, -0.455, -3.991)  0.23
O (2.704, 0.479, -4.611)  -0.42
C (1.608, -0.272, -5.095)  -0.54
H (0.894, -0.968, -3.179)  -0.68
H (0.756, -2.184, -4.458)  0.56
H (3.222, -2.563, -4.320)  0.33
H (2.962, -2.037, -2.655)  -0.12
H (4.497, -0.593, -4.652)  0.38
H (3.924, 0.007, -3.080)  -0.37
H (1.785, -0.719, -6.070)  0.37
H (0.784, 0.419, -5.281)  0.06
C (-5.533, 0.828, -4.071)  -0.58
C (-6.284, 0.017, -3.036)  -0.55
C (-5.857, 0.640, -1.729)  0.34
O (-5.755, 2.048, -2.027)  -0.52
C (-5.104, 2.128, -3.258)  0.06
H (-6.100, 0.975, -4.968)  0.39
H (-4.623, 0.320, -4.409)  0.22
H (-5.927, -1.021, -3.088)  0.28
H (-7.377, -0.079, -3.249)  0.29
H (-4.830, 0.374, -1.471)  -0.43
H (-6.459, 0.473, -0.849)  0.39
H (-4.001, 2.125, -3.061)  -0.32
H (-5.465, 2.963, -3.815)  0.47
C (2.849, 2.910, -0.584)  -0.51
C (3.581, 1.905, -1.351)  0.38
C (4.590, 1.328, -0.377)  -0.43
O (4.096, 1.667, 0.907)  -0.49
C (2.791, 2.276, 0.722)  -0.07
H (1.883, 3.212, -0.990)  -0.22
H (3.520, 3.751, -0.568)  0.52
H (4.095, 2.330, -2.180)  0.87
H (2.901, 1.176, -1.803)  -0.97
H (5.585, 1.789, -0.616)  0.33
H (4.726, 0.229, -0.417)  0.02
H (2.625, 2.992, 1.542)  0.40
H (2.093, 1.474, 0.748)  -0.02
C (-0.329, 0.479, 0.597)  0.82
C (-1.822, 0.324, 0.242)  -0.07
C (-1.819, 0.436, -1.313)  -0.93
O (-0.443, 0.522, -1.646)  0.54
C (0.300, -0.131, -0.626)  0.80
H (-0.152, -0.031, 1.514)  -1.18
H (-0.088, 1.553, 0.653)  0.33
H (-2.529, 1.033, 0.670)  0.62
H (-2.131, -0.654, 0.638)  -0.45
H (-2.389, 1.303, -1.659)  -0.16
H (-2.270, -0.419, -1.773)  0.43
H (1.313, 0.192, -0.801)  -0.52
H (0.183, -1.223, -0.656)  -0.12
C (3.066, -1.779, 0.538)  2.09
C (2.091, -2.712, 1.287)  0.67
C (2.996, -3.299, 2.403)  -0.53
O (4.283, -3.433, 1.795)  -0.51
C (4.425, -2.431, 0.729)  -0.55
H (3.143, -0.770, 0.916)  -0.72
H (2.840, -1.769, -0.530)  -1.06
H (1.759, -3.540, 0.673)  0.25
H (1.214, -2.158, 1.601)  -0.60
H (2.651, -4.289, 2.771)  0.36
H (3.041, -2.649, 3.310)  0.15
H (4.759, -2.928, -0.190)  0.31
H (5.252, -1.765, 1.048)  0.27
C (-0.580, 3.651, -2.306)  -1.60
C (-0.034, 2.754, -3.453)  2.29
C (-1.138, 1.935, -4.187)  -0.08
O (-0.756, 2.116, -5.609)  -0.47
C (0.058, 3.226, -5.677)  0.44
O (0.285, 3.757, -6.758)  -0.62
O (0.490, 3.596, -4.514)  -0.45
H (-1.450, 4.178, -2.689)  0.39
H (0.251, 4.305, -2.046)  0.44
H (-0.801, 3.010, -1.460)  0.17
H (0.738, 2.049, -3.161)  -0.76
H (-2.087, 2.442, -4.025)  -0.13
H (-1.112, 0.890, -3.911)  0.28
C (2.948, 2.646, 6.041)  -1.51
C (2.512, 2.204, 4.688)  0.55
C (3.486, 1.391, 3.877)  -0.63
O (2.711, 0.413, 3.220)  -0.05
C (1.649, 0.175, 4.055)  0.36
O (0.934, -0.775, 3.895)  -0.33
O (1.441, 1.206, 4.851)  -0.34
H (2.149, 3.244, 6.480)  0.39
H (3.877, 3.210, 6.043)  0.37
H (3.112, 1.758, 6.750)  0.30
H (2.114, 3.006, 4.116)  0.29
H (4.237, 0.872, 4.503)  0.29
H (3.988, 1.956, 3.078)  0.32